Molecular formula: C5H15NO2
Method: DFT, ωB97M-V/def2-TZVPD

Structure (ORCA input):
```
! wB97M-V def2-TZVPD RIJCOSX def2/J DEFGRID3
* xyz 0 1
C 1.64353 -1.75366 0.33297
C 0.69765 -2.24295 -0.75526
C -0.17735 -1.08630 -1.39919
C -0.46737 0.15448 -0.36226
N -1.46426 -0.28639 0.61175
C -0.73048 1.54882 -0.96509
O 0.17717 2.44758 -0.29705
H 2.29319 -2.53747 0.83411
H 0.92472 -1.15937 1.02100
H 2.35788 -0.90464 0.06625
H -0.05402 -2.84034 -0.23613
H 1.19401 -2.78696 -1.53745
H -1.16243 -1.31967 -1.84014
H 0.44805 -0.65390 -2.29978
H 0.44938 0.12345 0.17774
H -1.20595 -1.14526 1.04928
H -1.53463 0.40020 1.33013
H -1.68665 1.96279 -0.69861
H -0.66631 1.54090 -2.06408
H 1.04992 2.34553 -0.70632
O -0.90293 2.43017 2.70057
H -0.46486 2.59991 1.82279
H -0.71826 3.16309 3.21477
*
```

Results
**Structure (SMILES)**: CCC[C@H](N)CO.O
**HOMO**: -0.3309 Ha

=====

Molecular formula: C8H11IrN2O2SbSe4
Method: DFT, ωB97M-V/def2-TZVPD

Structure (ORCA input):
```
! wB97M-V def2-TZVPD RIJCOSX def2/J DEFGRID3
* xyz 0 2
Ir 0.94804 -0.23714 -0.38936
C -2.47913 1.54462 -1.19196
C -1.98698 0.14750 -0.96615
C -0.79514 -0.27478 -1.67332
C -0.31321 -1.60504 -1.52656
C -1.05553 -2.51542 -0.68695
C -2.16777 -2.09478 -0.03621
C -2.63204 -0.74503 -0.16902
H -1.66917 2.26420 -1.06207
H -3.28764 1.79870 -0.50805
H -2.85202 1.65281 -2.21335
H -0.54620 0.29570 -2.56135
H 0.31734 -2.04053 -2.29058
H -0.73703 -3.54838 -0.62565
H -2.73740 -2.78883 0.56976
H -3.53636 -0.44468 0.34811
N 0.01783 -0.65189 1.51649
N 0.69694 0.10540 2.48503
C 1.93912 0.64749 2.20898
O 2.57040 1.23169 3.04876
O 2.33691 0.49971 0.94602
H -0.95828 -0.37076 1.46737
H 0.05912 -1.64826 1.71691
H 0.46409 -0.02243 3.45661
Se 4.34926 0.62589 -1.59652
Sb 3.86626 2.15007 0.40602
Se 2.16132 0.26317 -2.28851
Se 2.19223 3.72767 -0.05213
Se 5.83503 2.03334 1.66767
*
```

Results
**HOMO (alpha / beta)**: -0.2973 / -0.2967 Ha

=====

Molecular formula: C6H13GdO5
Method: DFT, ωB97M-V/def2-TZVPD

Structure (ORCA input):
```
! wB97M-V def2-TZVPD RIJCOSX def2/J DEFGRID3
* xyz 1 9
O 2.64393 -3.56775 7.15798
C 1.49670 -2.83986 6.99603
C 1.38012 -1.56787 7.81010
O 2.07018 -1.77845 9.04871
C 2.54040 -0.63706 9.76574
C 3.67616 -1.13108 10.66317
O 4.59004 -1.90253 9.95285
Gd 3.93432 -3.07729 8.52992
H 0.64447 -3.49962 7.24292
H 0.33139 -1.28938 7.99537
H 1.86416 -0.71906 7.29191
H 1.72118 -0.18086 10.34218
H 2.92042 0.10566 9.04276
H 3.22703 -1.70464 11.50010
H 4.14795 -0.23686 11.11426
H 1.49910 -2.56401 5.59365
O 2.93436 -2.23836 3.52050
C 1.08881 -0.05679 3.76341
O 0.79840 -1.36262 3.30293
C 1.59017 -2.36504 3.80777
H 0.30692 0.60412 3.37534
H 1.07308 -0.02269 4.86555
H 2.07089 0.29550 3.41090
H 1.22291 -3.31890 3.41625
H 3.36764 -1.68606 4.18067
*
```

Results
**HOMO (alpha / beta)**: -0.3873 / -0.4880 Ha

=====

Energy relative to the best compared isomer or geometry (same formula, charge and spin) values, unit eV, following the record order: 2.002 0.000 0.179.